Entry 1:
{
  "formula": "C16H48N2O8",
  "method": "ωB97M-V/def2-TZVPD",
  "molar_mass_g_mol": 396.566,
  "max_force_ha_per_bohr": 0.25432,
  "e_above_lowest_kcal_mol": 210.00,
  "e_lumo_ev": 0.43,
  "charge": 0,
  "smiles": "NC(N)=O.CC(C)O.CC(C)O.CC(C)O.CC(C)O.CO.CO.CO",
  "orbital_gap_ev": 9.68,
  "total_energy_ev": -36721.546,
  "symbols": ["C", "N", "H", "O", "H", "H", "H", "N", "H", "H", "H", "O", "H", "H", "H", "H", "H", "H", "H", "C", "H", "C", "H", "H", "H", "H", "H", "H", "H", "O", "O", "O", "H", "C", "H", "C", "O", "H", "C", "C", "H", "O", "H", "H", "H", "C", "H", "H", "H", "C", "H", "C", "C", "O", "C", "C", "H", "H", "H", "H", "C", "H", "H", "H", "H", "H", "H", "C", "H", "C", "H", "H", "H", "H"],
  "xyz": [[3.01625, 2.79617, 0.25695], [-0.95293, 3.94726, -2.79902], [-1.25834, 0.82183, 0.32297], [0.04882, -3.24360, 3.57410], [-4.95218, -1.46110, -3.84175], [-1.36840, -2.28540, -0.21207], [-0.97716, 1.57747, 1.81115], [0.46487, 4.08039, -4.34082], [1.87279, -4.10840, 2.69021], [1.45884, -1.09821, 4.63832], [1.07891, 3.70231, -5.03056], [2.30226, 0.47259, 4.83001], [-2.44379, -1.26667, -4.61823], [-4.37747, -0.35389, -5.01695], [0.31152, -4.42429, 1.91088], [0.49388, 0.25623, -2.91175], [-2.78914, -0.90543, -1.55947], [3.34265, -2.17243, 3.49723], [-3.54712, -3.00765, 0.05645], [2.09030, -0.48048, 4.10637], [4.18316, -0.65534, 3.46153], [0.83084, -3.73264, 2.48065], [2.18565, 0.13517, 5.70182], [-1.70928, -1.98742, -2.26151], [0.97406, -2.89693, 1.79408], [2.26779, 3.32329, 1.85457], [-2.34823, -0.92340, 0.54664], [1.80240, 2.09182, -1.36235], [-4.61835, -2.03630, 1.28352], [-1.08330, 2.90198, 0.14525], [1.08333, -0.37951, -2.56583], [-2.35832, 0.35509, -3.68827], [1.53789, -1.04159, 1.98774], [-1.88196, -1.94281, 0.65117], [-4.60498, 0.18929, -3.30394], [0.62242, -0.64602, -1.22397], [-4.04634, -2.56796, 1.75575], [3.85207, -1.47250, 5.00684], [-0.69416, 1.65469, 0.76538], [-2.78659, -0.77192, -3.67342], [1.13986, -0.02650, -0.60893], [-0.18595, 1.89535, -3.54959], [-1.40020, 0.40964, -3.89501], [0.91683, -1.68547, -0.91681], [3.18824, 3.14116, -1.90514], [4.32111, 3.69569, 0.46273], [3.37460, 1.42864, -1.35316], [-3.39713, -2.29403, -2.40320], [4.24560, 4.69385, 0.14215], [-4.26659, -0.62749, -3.95027], [-1.11042, -1.84061, 1.43722], [3.44458, -1.22046, 4.04936], [-2.53695, -4.30120, 1.52210], [2.10835, 3.30088, 0.90297], [-3.05137, -2.95210, 1.05144], [-2.65698, -1.57667, -2.38739], [-1.97550, -4.87535, 0.79508], [0.50280, 0.10509, 2.74761], [4.64020, 3.78921, 1.42395], [2.04420, 0.64785, 2.29511], [1.50675, -0.14743, 2.70554], [-0.84049, -3.18158, 3.20600], [-1.95470, -4.18816, 2.45812], [5.17393, 3.25702, -0.07065], [-0.56896, 3.59323, 0.49657], [-1.70477, 3.31849, -2.41733], [-0.49571, 4.39154, -1.98011], [2.82086, 2.37683, -1.21194], [0.10581, 5.06332, -4.50488], [-0.09980, 3.28620, -3.45236], [-3.51093, -4.76828, 1.81239], [0.33949, 1.39940, 0.84098], [3.26254, 1.86359, 0.74387], [-0.40198, -0.41530, -1.20607]],
  "forces_ev_per_a": [[10.054, -3.514, -3.697], [-5.195, 2.107, 6.949], [0.335, 0.635, -0.385], [0.615, -0.595, -0.037], [0.291, -0.482, 0.394], [0.080, -0.166, -0.811], [-0.516, 0.630, 0.431], [1.796, 1.740, -1.652], [-1.354, 0.314, 0.624], [-2.113, -2.381, 0.147], [0.396, -0.176, -0.156], [1.071, 11.264, 6.557], [0.283, -1.156, 0.820], [-0.070, 0.396, 0.552], [-0.988, -1.846, -0.830], [-0.750, 1.595, -0.768], [-0.406, 0.446, 0.338], [0.073, 0.112, 0.200], [1.007, -1.205, -0.487], [0.506, -8.605, -7.437], [-0.160, 0.165, 0.360], [1.573, 1.856, 0.186], [0.204, 0.746, 1.323], [1.713, -0.974, 0.086], [0.273, 0.075, -0.193], [0.024, -0.003, -0.328], [0.589, -1.005, -0.267], [-0.883, 0.137, -0.446], [-1.736, 1.714, -1.283], [-0.543, -2.323, -0.415], [0.930, -1.971, 1.081], [6.063, 11.577, 0.315], [0.319, 1.287, 1.112], [-1.251, 0.713, 2.801], [-0.269, 0.015, -0.202], [0.988, -2.090, -2.581], [-2.572, 1.059, 6.731], [0.051, 0.158, 0.764], [-1.479, -0.143, 0.484], [-5.096, -10.795, -1.595], [1.398, 1.958, 2.182], [1.526, 6.591, 0.384], [-0.807, 0.571, 0.381], [-0.717, 0.693, -0.509], [-0.363, -0.187, -0.061], [-0.107, -2.284, -3.205], [-0.026, 0.690, -0.141], [-1.388, -1.832, 0.306], [-0.678, 1.352, -0.941], [-1.408, 0.531, -1.009], [-0.308, 0.003, -0.015], [-0.137, -1.539, -2.806], [-1.449, 0.291, 1.100], [-9.853, 5.031, 4.828], [4.679, -1.033, -6.557], [0.604, 1.746, -0.805], [-0.037, 0.026, -0.118], [-2.006, 0.664, 0.422], [0.491, -0.240, 3.227], [1.012, 1.325, -0.829], [1.256, -3.099, 0.236], [0.109, 0.200, 0.350], [-0.358, -0.268, -0.523], [-0.089, 0.036, -0.064], [1.204, 1.156, 0.869], [1.164, 0.732, -0.230], [-0.734, 0.184, -0.658], [0.581, 0.093, 0.745], [0.644, -2.128, 0.599], [0.574, -9.206, -5.317], [1.096, -0.474, -0.219], [0.905, 0.371, -0.912], [0.758, -1.039, 0.097], [-1.392, -0.223, 0.510]]
}

Entry 2:
{
  "formula": "CH5N3OS",
  "method": "ωB97M-V/def2-TZVPD",
  "molar_mass_g_mol": 107.138,
  "max_force_ha_per_bohr": 0.02409,
  "e_above_lowest_kcal_mol": 62.54,
  "e_lumo_ev": [-0.42, 0.57],
  "charge": 0,
  "orbital_gap_ev": [7.24, 8.55],
  "total_energy_ev": -18467.723,
  "symbols": ["N", "S", "N", "N", "O", "H", "H", "C", "H", "H", "H"],
  "xyz": [[1.23876, -0.16102, -0.13379], [-2.43320, 0.14839, -0.51408], [-0.93256, 0.87849, -0.15204], [1.48389, -1.43653, -0.36704], [-2.82088, -0.59434, 0.68370], [-0.32044, -0.61366, 1.13974], [0.44463, 0.98869, 1.39376], [0.11274, 0.25577, 0.64118], [1.66762, 0.57189, -0.70080], [2.17091, -1.53808, -1.11241], [-0.61148, 1.50040, -0.87821]],
  "forces_ev_per_a": [[0.659, 0.901, -0.537], [1.094, 0.460, -0.337], [-0.847, -0.088, -0.255], [-0.453, -0.941, 0.054], [-0.227, -0.320, 0.548], [0.168, 0.077, 0.034], [-0.099, -0.266, -0.166], [-0.232, 0.004, 0.476], [-0.024, -0.336, 0.190], [0.053, 0.372, 0.079], [-0.092, 0.136, -0.085]]
}

Entry 3:
{
  "formula": "C42H33N8O7P2Se2V",
  "method": "ωB97M-V/def2-TZVPD",
  "molar_mass_g_mol": 1032.587,
  "max_force_ha_per_bohr": 0.05798,
  "e_above_lowest_kcal_mol": 29.45,
  "spin_multiplicity": 2,
  "e_lumo_ev": [-4.23, -3.97],
  "charge": 1,
  "s_squared": 0.762,
  "orbital_gap_ev": [5.71, 5.97],
  "total_energy_ev": -245298.541,
  "symbols": ["C", "H", "H", "H", "C", "O", "N", "H", "H", "H", "C", "H", "C", "H", "N", "H", "C", "C", "O", "H", "C", "H", "C", "H", "C", "C", "H", "C", "C", "N", "H", "C", "O", "C", "C", "H", "H", "C", "H", "N", "C", "H", "H", "P", "Se", "N", "N", "C", "C", "C", "H", "H", "H", "C", "C", "C", "C", "C", "H", "C", "H", "H", "H", "C", "Se", "N", "C", "C", "H", "C", "H", "H", "C", "N", "O", "C", "C", "C", "C", "H", "C", "H", "O", "P", "O", "C", "O", "C", "C", "C", "H", "C", "H", "C", "V"],
  "xyz": [[-1.65815, 3.63730, 5.94106], [-5.36603, -1.00743, 4.39833], [0.88808, -0.01072, 7.97452], [-0.71620, -2.68269, 4.11941], [-3.72098, 2.40460, 5.76957], [-3.30824, -3.01661, -3.56619], [3.50987, -3.67916, -2.16285], [-0.59165, -0.72418, 6.13979], [2.52818, 3.06918, 5.47493], [-4.52532, 1.85942, 1.83575], [-4.50875, -2.53797, -0.13254], [-4.10624, -1.89750, 1.85171], [2.01022, 5.72290, -2.53148], [-5.04246, 5.34546, 4.28375], [-1.02456, 1.15597, 0.96368], [3.63750, 0.79614, 0.32045], [0.15136, 0.77283, 4.76523], [-3.33093, -0.52257, 3.92376], [1.18552, 2.22956, -2.21491], [-4.58992, 2.10006, 5.19948], [1.80560, 1.56181, 6.83191], [2.23099, 6.40209, -3.34712], [1.84896, 2.23655, 5.61450], [2.65703, -4.06126, -2.52461], [-7.38610, 3.40398, 2.77950], [0.08987, 0.10321, 5.98832], [-6.97385, 1.68557, 1.56135], [-2.53522, -1.82758, -0.75087], [1.44683, 3.96021, -0.45695], [-2.28817, 2.88654, 0.96945], [-2.44791, -2.65968, -3.29353], [3.54350, -2.50253, -1.49475], [-5.30945, -3.36485, -2.68361], [-6.55312, 2.47529, 2.17337], [0.92550, 0.50496, 7.02231], [-5.50513, -2.94197, -0.02925], [-2.54433, 2.33229, 8.94389], [1.26622, 3.12550, 0.74975], [-0.78901, 3.72725, 7.89648], [2.40640, -0.63227, -0.56746], [1.66914, 5.31958, -0.20215], [2.12479, 7.24583, -1.01128], [-4.83840, -3.34509, 5.04402], [-2.86088, 3.73706, 3.45027], [-2.02130, 5.63027, 3.17443], [-1.59923, 2.08254, 0.20527], [-2.61756, -1.54055, 0.54124], [3.60868, -0.15053, -0.19076], [-4.62970, 3.59429, 3.11057], [-1.34437, 1.37310, 2.26530], [1.40433, -2.16055, -1.55053], [4.37828, -4.14087, -2.36514], [-3.56899, 0.48405, 3.62103], [-5.17294, 2.56922, 2.33763], [-2.71561, 3.16458, 5.16518], [-2.02169, -0.98423, 3.86365], [-2.58778, 2.55366, 7.88231], [-2.15362, 2.50487, 2.27260], [2.45548, 1.87091, 7.64204], [1.75994, 4.39214, -2.81170], [-7.49414, 5.17073, 3.99720], [-4.44075, 1.50533, 7.58309], [0.55467, 1.80605, -1.63038], [-2.74264, -3.15418, 4.61808], [0.77191, -1.05986, 2.19236], [4.72875, -2.04601, -1.09992], [1.95058, 6.19908, -1.22461], [-4.04936, -2.68453, 4.70427], [-8.46012, 3.33381, 2.64973], [4.74611, -0.87604, -0.46630], [5.71416, -0.49569, -0.15937], [-0.91427, 4.27892, 5.48165], [-4.18109, -2.98327, -2.55691], [-3.81647, -1.98687, 0.88686], [1.01049, 3.51440, 1.83090], [-6.84365, 4.43552, 3.53951], [1.02690, 1.84462, 4.57261], [1.46177, 3.51572, -1.78544], [-4.34561, -1.37237, 4.35077], [1.76610, 4.01577, -3.82841], [-3.70885, -2.46257, -1.23648], [-2.51565, -4.18137, 4.87309], [-0.99899, -1.90195, -2.54369], [-0.70272, 0.12372, 3.35394], [1.48235, 1.71612, 0.56702], [-1.72999, -2.30828, 4.19606], [-0.38364, -0.70209, -0.77520], [-1.30510, -1.49845, -1.46667], [-3.65018, 2.08663, 7.12047], [-5.47058, 4.53417, 3.70517], [1.05708, 2.36720, 3.61847], [2.36349, -1.79368, -1.21894], [1.62248, 5.65322, 0.82648], [-1.59928, 3.33425, 7.29368], [0.63543, 0.29099, 0.17130]],
  "forces_ev_per_a": [[0.031, -0.061, 0.043], [0.072, -0.016, 0.025], [-0.002, 0.044, -0.057], [-0.009, 0.004, -0.003], [0.051, -0.048, -0.008], [-0.250, -0.005, 0.133], [-0.002, 0.119, 0.122], [-0.019, 0.027, -0.025], [-0.042, -0.043, 0.022], [-0.065, 0.029, 0.024], [-0.182, 0.029, 0.403], [0.014, 0.002, -0.034], [0.013, 0.054, -0.081], [-0.025, -0.018, -0.018], [-0.008, 0.345, -0.066], [-0.040, 0.036, 0.047], [0.055, 0.014, 0.298], [-0.090, -0.114, 0.050], [0.316, 0.211, 0.247], [0.020, -0.044, -0.027], [-0.045, 0.060, -0.016], [-0.003, -0.037, 0.065], [-0.008, -0.002, 0.053], [-0.024, 0.010, -0.025], [0.004, 0.029, 0.016], [0.094, 0.117, 0.026], [0.038, 0.045, 0.024], [0.282, 0.292, -0.039], [0.059, -0.319, 0.069], [0.147, -0.057, 0.156], [0.240, 0.025, -0.044], [0.133, -0.283, -0.192], [-0.055, -0.038, 0.044], [0.142, 0.018, 0.043], [-0.052, 0.009, -0.035], [0.122, 0.053, 0.004], [0.004, 0.022, -0.098], [0.157, -0.640, -1.203], [-0.023, -0.034, -0.036], [0.350, -0.352, -0.025], [0.003, 0.058, 0.027], [-0.012, -0.065, -0.012], [0.036, 0.034, -0.037], [0.005, -0.105, -0.284], [0.031, -0.058, -0.033], [0.091, -0.169, 0.499], [-0.226, -0.067, -0.006], [-0.266, -0.110, -0.099], [-0.171, -0.088, -0.091], [0.170, 0.011, -0.096], [-0.092, 0.022, 0.045], [0.029, -0.004, -0.011], [-0.040, 0.188, 0.005], [-0.130, 0.023, 0.029], [-0.018, -0.197, 0.171], [0.023, -0.145, 0.006], [0.021, -0.004, 0.023], [0.023, 0.255, -0.213], [-0.017, -0.020, -0.045], [0.091, 0.277, -0.108], [0.028, -0.035, -0.013], [0.062, 0.055, -0.053], [-0.415, 0.397, -0.162], [-0.064, 0.021, -0.004], [0.046, 0.210, -0.054], [0.040, 0.276, 0.121], [0.000, 0.008, 0.007], [-0.017, 0.028, -0.011], [0.072, 0.016, 0.007], [0.185, -0.208, -0.117], [-0.036, -0.058, -0.029], [-0.031, -0.027, 0.050], [0.139, 0.009, -0.187], [-0.192, -0.041, 0.254], [-0.085, 0.121, 0.902], [0.011, 0.010, 0.012], [-0.058, 0.026, -0.084], [-0.183, -0.583, -0.177], [0.002, -0.031, -0.033], [-0.023, 0.030, 0.113], [0.151, -0.040, -0.248], [-0.003, 0.039, 0.007], [0.083, -0.203, -0.791], [-0.145, -0.054, -0.157], [0.507, 2.200, -0.265], [0.007, 0.060, 0.047], [-1.722, -1.503, -1.915], [0.989, 0.862, 1.090], [0.031, 0.021, -0.068], [-0.074, -0.034, -0.057], [0.008, -0.097, 0.189], [-0.073, 0.451, 0.141], [0.004, 0.011, -0.039], [0.067, -0.053, -0.024], [-0.263, -1.199, 1.900]]
}